(1)
Here is a 2-piece molecular cluster, C9H6FNO overall from OMol25. Energies are from the ωB97M-V functional and the def2-TZVPD basis.

Calculated values
Orbital gap (alpha / beta) = 0.2676 / 0.2663 Eh
Charge = 0
Spin multiplicity = 1
Energy above the lowest of the compared OMol25 structures with the same formula, charge and spin = 163.8 kcal/mol
Highest occupied orbital energy (alpha / beta) = -8.75 / -8.70 eV

Geometry as XYZ:
```
18
C9H6FNO (the ωB97M-V functional and the def2-TZVPD basis)
C -0.378 -1.020 -1.883
C -1.645 -0.995 -1.374
C 0.643 -0.661 -1.054
C -1.964 -0.611 -0.046
C 1.412 0.431 1.079
C 0.364 -0.072 0.152
C -0.957 0.018 0.669
C -1.917 1.006 2.717
C 3.883 0.466 -0.339
N -1.184 0.730 1.836
O -2.520 1.397 3.616
F 3.433 1.259 -1.341
H -0.331 -1.194 -2.932
H -2.549 -1.159 -2.102
H 1.649 -1.062 -1.324
H -2.997 -0.928 0.263
H 1.020 1.325 1.546
H 4.036 1.071 0.516
```

These are the Löwdin partial charges, in e, on atoms 1 to 6:
1 C -0.097
2 C -0.077
3 C -0.054
4 C -0.008
5 C 0.233
6 C -0.270

---

(2)
Here is an isolated ion of composition C6H7NO3 and charge -2 from OMol25. Energies are from the ωB97M-V functional and the def2-TZVPD basis.

Calculated values
Orbital gap = 0.1865 Eh
Charge = -2
Spin multiplicity = 1
Energy above the lowest of the compared OMol25 structures with the same formula, charge and spin = 67.5 kcal/mol
Highest occupied orbital energy = 1.85 eV

Geometry as XYZ:
```
17
C6H7NO3 (the ωB97M-V functional and the def2-TZVPD basis)
C -0.976 0.251 0.399
C 1.060 -1.032 -0.270
C -0.167 1.253 0.638
C 2.059 0.108 0.410
C 1.159 0.831 1.351
C -1.859 -0.850 -1.496
N -2.035 -0.395 -0.107
O 1.419 -1.375 -1.477
O -3.009 -0.879 0.512
O -0.358 2.483 0.636
H 2.788 -0.343 1.084
H 2.727 0.725 -0.239
H 1.431 1.805 1.796
H 1.041 0.138 2.216
H -1.517 -0.042 -2.123
H -1.015 -1.488 -1.504
H -2.749 -1.189 -1.824
```

These are the Löwdin partial charges, in e, on atoms 1 to 6:
1 C 0.002
2 C -0.245
3 C -0.584
4 C -0.286
5 C -0.241
6 C -0.045

---

(3)
Here is one molecule with the formula C5H5NOS from OMol25. Energies are from the ωB97M-V functional and the def2-TZVPD basis.

Calculated values
Orbital gap = 0.2856 Eh
Charge = 0
Spin multiplicity = 1
Energy above the lowest of the compared OMol25 structures with the same formula, charge and spin = 37.6 kcal/mol
SMILES string = Cc1cnc(=S)oc1
Highest occupied orbital energy = -8.39 eV

Geometry as XYZ:
```
13
C5H5NOS (the ωB97M-V functional and the def2-TZVPD basis)
C 1.898 0.122 0.628
C 0.494 0.087 0.110
C -0.474 -0.829 0.717
N -1.757 -0.933 0.380
C -2.203 -0.122 -0.677
S -3.768 -0.167 -1.173
O -1.366 0.725 -1.233
C -0.008 0.834 -0.904
H 2.450 -0.835 0.556
H 1.933 0.378 1.720
H 2.530 0.818 0.057
H -0.179 -1.579 1.440
H 0.451 1.499 -1.620
```

These are the Löwdin partial charges, in e, on atoms 1 to 6:
1 C -0.061
2 C -0.234
3 C -0.041
4 N 0.078
5 C -0.934
6 S 0.674

---

(4)
Here is a 2-piece molecular cluster, C3H11N3O overall from OMol25. Energies are from the ωB97M-V functional and the def2-TZVPD basis.

Calculated values
Orbital gap = 0.3609 Eh
Charge = 0
Spin multiplicity = 1
Energy above the lowest of the compared OMol25 structures with the same formula, charge and spin = 18.0 kcal/mol
SMILES string = N=C(N)N.CCO
Highest occupied orbital energy = -9.15 eV

Geometry as XYZ:
```
18
C3H11N3O (the ωB97M-V functional and the def2-TZVPD basis)
N -0.266 0.083 -2.077
C -0.310 1.357 -2.086
N -1.333 2.149 -1.583
N 0.685 2.069 -2.731
H -1.121 -0.282 -1.667
H -1.948 1.699 -0.924
H -1.099 3.087 -1.294
H 0.929 2.971 -2.359
H 1.476 1.479 -2.937
C -0.581 -1.246 2.155
C 0.836 -1.572 1.750
O 1.264 -2.756 2.418
H -0.684 -1.073 3.225
H -0.883 -0.313 1.673
H -1.273 -2.035 1.870
H 1.496 -0.738 2.008
H 0.866 -1.701 0.668
H 1.947 -3.176 1.889
```

These are the Löwdin partial charges, in e, on atoms 1 to 6:
1 N 0.084
2 C -0.648
3 N 0.107
4 N 0.102
5 H 0.027
6 H 0.085

---

(5)
Here is C3H5OSSi as an isolated structure from OMol25. Energies are from the ωB97M-V functional and the def2-TZVPD basis.

Calculated values
Orbital gap = 0.2461 Eh
Charge = -1
Spin multiplicity = 1
Energy above the lowest of the compared OMol25 structures with the same formula, charge and spin = 25.6 kcal/mol
Highest occupied orbital energy = -2.95 eV

Geometry as XYZ:
```
11
C3H5OSSi (the ωB97M-V functional and the def2-TZVPD basis)
C 0.598 -1.916 0.125
C 1.143 -0.748 0.097
C 2.098 0.160 0.296
O 1.491 1.402 0.548
Si 0.002 1.473 -0.176
S 3.720 -0.072 -0.228
H -0.263 -2.125 -0.463
H 0.795 -2.542 0.942
H -0.409 2.691 0.404
H -1.063 0.558 0.320
H 0.017 1.694 -1.537
```

These are the Löwdin partial charges, in e, on atoms 1 to 6:
1 C -0.064
2 C -0.326
3 C -0.955
4 O -0.341
5 Si 0.497
6 S 0.369

---

(6)
Here is C4H11AuO2 as an isolated structure from OMol25. Energies are from the ωB97M-V functional and the def2-TZVPD basis.

Calculated values
Orbital gap (alpha / beta) = 0.3334 / 0.2636 Eh
Charge = +1
Spin multiplicity = 4
Energy above the lowest of the compared OMol25 structures with the same formula, charge and spin = 20.3 kcal/mol
Highest occupied orbital energy (alpha / beta) = -11.83 / -15.34 eV

Geometry as XYZ:
```
18
C4H11AuO2 (the ωB97M-V functional and the def2-TZVPD basis)
C -1.046 2.598 -1.462
H -2.139 2.491 -1.414
H -0.805 3.125 -0.529
H -0.632 3.230 -2.260
Au 1.219 0.839 -0.290
O 0.417 -0.212 -1.629
H -0.757 1.498 -1.830
C 0.966 -0.653 2.372
O 0.603 -0.454 1.018
C 0.287 -1.652 0.304
C -0.320 -1.225 -1.024
H 1.188 0.329 2.804
H 0.130 -1.114 2.919
H 1.852 -1.301 2.447
H -0.423 -2.254 0.893
H 1.208 -2.242 0.164
H -1.352 -0.873 -0.823
H -0.397 -2.128 -1.660
```

These are the Löwdin partial charges, in e, on atoms 1 to 6:
1 C -0.083
2 H 0.031
3 H 0.021
4 H 0.035
5 Au 1.107
6 O -0.207